A cluster of 4 separate species, C25H51NO10P in total in a non-equilibrium geometry, computed with the ωB97M-V functional and the def2-TZVPD basis.

```
! wB97M-V def2-TZVPD RIJCOSX def2/J DEFGRID3
* xyz 0 2
P -0.79 -4.03 2.20
O -0.68 1.34 1.99
O 3.72 -0.75 3.76
O 2.90 1.77 -1.31
O -1.01 5.25 -2.62
O -1.19 -3.23 3.50
O -2.14 -4.23 -3.62
O -1.70 -0.78 1.77
O -0.42 -0.51 5.02
O 0.94 -4.38 2.36
O -1.59 -5.58 2.23
N -1.85 -4.15 -2.29
C -0.84 1.45 3.46
C 0.97 3.06 -1.76
C -2.42 5.08 -2.80
C -0.45 -3.65 -2.06
C -1.92 7.30 -3.38
C -3.38 -1.97 -2.17
C 5.73 -0.28 2.60
C 0.56 -4.79 -2.77
C 0.03 -3.57 -0.49
C -1.10 -3.04 0.56
C 2.43 2.87 -2.10
C -4.28 -4.39 -1.64
C 1.91 1.46 -0.32
C -2.65 -3.29 0.10
C 4.96 -1.35 3.35
C 5.26 0.98 3.28
C 0.92 2.60 -0.32
C 0.28 0.60 4.32
C -0.07 -2.23 -2.82
C 3.80 0.66 3.56
C -1.86 0.63 1.40
C -2.91 -3.43 -1.50
C -0.69 6.64 -2.79
C -3.03 6.46 -2.81
C -0.72 -1.48 0.92
H -5.05 -4.12 -0.80
H -0.69 2.61 3.72
H 0.63 4.09 -1.91
H 0.19 6.74 -3.43
H 1.13 0.21 3.60
H 5.43 -0.27 1.55
H -0.08 2.30 0.00
H 0.26 -5.84 -2.35
H 5.80 1.12 4.22
H 0.38 -4.66 -0.18
H 4.75 -2.23 2.73
H -0.45 7.05 -1.80
H 1.27 3.41 0.34
H -1.06 -6.29 1.76
H 1.45 -3.52 2.48
H 5.39 1.88 2.67
H -3.88 -5.51 -1.53
H 0.28 -1.53 1.57
H 3.17 0.92 2.71
H 5.49 -1.67 4.25
H 0.98 -2.87 -0.38
H -0.43 -1.30 -2.18
H -3.24 6.78 -1.78
H -2.60 -1.14 -1.96
H -1.99 8.36 -3.12
H 0.45 -4.75 -3.96
H 6.81 -0.43 2.65
H -1.89 0.72 0.22
H -1.90 7.21 -4.47
H -1.91 1.12 3.85
H -0.41 -0.85 -0.05
H -4.71 -4.24 -2.73
H -3.15 -4.24 0.62
H 1.67 -4.50 -2.48
H 2.59 2.66 -3.16
H 0.20 -0.93 5.71
H -4.39 -1.70 -1.62
H -2.87 1.10 1.82
H 3.42 1.19 4.44
H -3.96 6.52 -3.38
H 3.02 3.76 -1.83
H 1.43 0.52 -0.61
H 0.35 2.40 -2.38
H -3.64 -2.10 -3.33
H -2.57 4.58 -3.77
H 0.74 1.38 5.11
H 2.39 1.33 0.66
H -2.82 4.44 -2.01
H -3.32 -2.37 0.47
H 1.11 -2.18 -2.91
H -0.50 -2.17 -3.92
*
```

Summary:
<S²>   0.75
Energy   -57997.10166 eV
Frontier orbital gap (spin up / spin down)   0.3472 / 0.3216 hartree
Highest occupied orbital energy (spin up / spin down)   -9.1662 / -9.3103 eV

The computed Mulliken charges, all in e, follow: 0.776 -0.169 -0.368 -0.488 -0.291 -0.681 -0.524 -0.238 -0.547 -0.555 -0.555 0.600 -0.623 -0.074 -0.459 0.708 -0.572 -1.063 -0.495 -1.321 -1.081 1.545 -0.649 -1.289 1.305 -1.243 -0.464 -0.591 -0.130 0.301 -0.828 0.743 -0.280 0.851 -0.516 -0.540 0.032 0.316 0.280 0.079 0.295 -0.210 0.220 0.024 0.363 0.274 0.350 0.235 0.313 0.236 0.359 0.332 0.353 0.345 -0.033 -0.714 0.291 0.246 -0.085 0.266 0.114 0.319 0.313 0.343 0.142 0.271 0.303 -0.507 0.307 0.442 0.292 0.309 0.288 0.377 0.309 0.233 0.333 0.326 -0.303 0.152 0.334 0.283 0.300 -0.727 0.247 0.194 0.356 0.286

=====

A cluster of 4 separate species, C25H52BFO14 in total, computed with the ωB97M-V functional and the def2-TZVPD basis.

```
! wB97M-V def2-TZVPD RIJCOSX def2/J DEFGRID3
* xyz 0 1
F -7.74 1.23 0.90
O -3.40 3.59 1.14
O 1.65 2.52 -1.41
O -0.16 -0.57 -1.70
O -1.94 -4.71 0.02
O -1.93 -7.36 -1.50
O -3.49 -6.83 1.57
O -0.29 1.38 0.65
O -8.93 1.54 2.73
O 8.80 3.82 -2.82
O -6.30 5.00 5.94
O -4.82 4.01 4.56
O 7.80 1.33 -1.39
O 5.37 2.47 -2.84
O -6.99 3.82 4.15
C -6.53 1.85 2.82
C -7.87 1.53 2.22
C -1.01 -5.77 0.07
C -2.74 2.13 3.14
C -4.92 3.90 3.13
C -3.30 0.69 3.15
C 4.42 1.73 -3.57
C -6.06 4.35 4.98
C 1.87 2.35 -0.02
C 8.29 1.46 -2.71
C -0.83 -6.52 -1.23
C -1.08 1.34 -0.53
C 5.46 2.10 -1.48
C -2.17 -7.57 -2.87
C 9.35 2.52 -2.88
C 9.66 4.78 -2.26
C -3.32 -5.03 -0.04
C -3.91 -5.51 1.27
C 6.86 2.30 -0.94
C -1.32 -0.04 -1.08
C 1.71 3.86 -1.83
C -6.35 3.37 2.94
C -3.36 -7.08 2.95
C -0.05 -1.97 -1.57
C 1.11 1.17 0.52
B -3.66 3.19 2.45
H 6.81 2.15 0.14
H -1.65 -0.70 -0.27
H -0.05 -5.28 0.29
H -4.95 4.92 2.71
H -2.13 0.02 -1.82
H -0.68 2.00 -1.30
H -4.10 0.58 3.89
H 1.33 0.27 -0.06
H 0.94 -2.25 -1.93
H -6.52 1.42 3.82
H 9.84 2.37 -3.85
H -3.13 -8.07 -2.96
H 7.48 1.61 -3.44
H 10.05 4.45 -1.29
H -1.22 -6.46 0.89
H -2.52 -0.02 3.41
H -1.39 -8.20 -3.32
H 7.20 3.31 -1.14
H 2.74 4.24 -1.84
H -6.85 3.88 2.12
H -2.54 2.43 4.17
H -0.16 -2.29 -0.53
H -5.00 -5.49 1.18
H -2.73 -6.32 3.44
H -0.80 -2.49 -2.18
H 3.39 2.01 -3.30
H 2.94 2.18 0.16
H -2.88 -8.05 3.06
H 1.10 4.51 -1.19
H 4.78 2.72 -0.88
H 1.46 1.00 1.54
H 4.58 1.95 -4.63
H -5.75 1.42 2.20
H -3.71 0.40 2.18
H -3.82 -4.08 -0.27
H 8.77 0.50 -2.93
H 9.09 5.69 -2.12
H -2.21 -6.62 -3.41
H 10.51 5.00 -2.92
H -2.05 1.74 -0.22
H -1.79 2.11 2.60
H -0.70 -5.79 -2.04
H -4.33 -7.11 3.45
H -3.62 -4.82 2.07
H 4.55 0.65 -3.41
H -3.54 -5.74 -0.84
H 10.11 2.39 -2.10
H 5.17 1.05 -1.35
H -2.90 4.40 1.08
H 0.09 -7.12 -1.16
H 1.58 3.26 0.53
H 1.32 3.90 -2.85
*
```

Summary:
Energy   -58823.28909 eV
SMILES   CCB(O)[C@@H]1OC(=O)O[C@@H]1CC(=O)F.COCCOCCOC.COCCOCCOC.COCCOCCOC
Frontier orbital gap   0.3398 hartree
Highest occupied orbital energy   -9.1864 eV

The computed Mulliken charges, all in e, follow: -0.251 -0.537 -0.163 -0.302 -0.320 -0.278 -0.290 -0.178 -0.455 -0.280 -0.524 -0.411 -0.431 -0.266 -0.383 0.044 0.201 -0.405 0.048 0.170 -1.315 -0.641 0.508 -0.222 -0.323 -0.537 -0.190 -0.090 -0.759 -0.563 -0.765 -0.416 -0.594 -0.534 -0.642 -0.926 -0.032 -0.766 -0.859 -0.757 0.205 0.376 0.312 0.412 0.232 0.418 0.047 0.385 0.210 0.357 0.371 0.377 0.237 0.147 0.334 0.153 0.379 0.322 0.215 0.294 0.410 0.326 0.347 0.403 0.339 0.352 0.072 0.195 0.234 0.429 0.027 0.394 0.265 0.004 0.305 0.401 0.377 0.232 0.330 0.329 0.294 0.033 0.305 0.328 0.343 0.384 0.164 0.343 0.398 0.281 0.392 0.366 0.244